DFT (ωB97M-V with the def2-TZVPD basis set) results for a structure of composition C33H25BBrF4N2O3PTc.

```
71
C33H25BBrF4N2O3PTc ωB97M-V with the def2-TZVPD basis set
Tc -0.345 -1.488 0.173
C 4.088 4.060 -3.596
C 3.546 4.260 -2.335
C 2.674 3.324 -1.792
C 2.340 2.170 -2.500
C 2.907 1.973 -3.762
C 3.764 2.915 -4.313
P 1.298 0.801 -1.862
C 1.274 1.215 -0.048
C 2.589 1.007 0.614
C 3.006 1.788 1.612
C 2.202 2.917 2.092
C 1.005 3.210 1.581
C 0.415 2.380 0.492
C -0.409 1.288 -2.359
C -0.560 2.483 -3.026
C -1.779 2.872 -3.610
C -2.835 2.017 -3.559
C -2.731 0.769 -2.899
C -3.851 -0.097 -2.939
C -3.781 -1.322 -2.355
C -2.621 -1.674 -1.638
C -1.509 -0.862 -1.482
C -1.529 0.383 -2.227
H 4.766 4.791 -4.018
H 3.801 5.149 -1.771
H 2.254 3.499 -0.808
H 2.667 1.068 -4.310
H 4.192 2.748 -5.294
H 3.202 0.186 0.258
H 3.971 1.613 2.072
H 2.622 3.540 2.874
H 0.435 4.066 1.926
H -0.069 2.991 -0.271
H 0.291 3.141 -3.134
H -1.856 3.827 -4.115
H -3.776 2.270 -4.036
H -4.748 0.234 -3.450
H -4.619 -2.009 -2.412
H -2.634 -2.645 -1.152
F 1.274 -2.457 -2.091
C 1.464 -2.120 -0.767
F 1.774 -3.397 -0.168
H 2.417 -1.592 -0.722
Br 2.679 -2.699 6.374
C 1.834 -2.460 4.708
C 1.813 -3.485 3.785
C 1.187 -3.252 2.570
N 0.601 -2.095 2.246
C 0.620 -1.123 3.168
C 1.226 -1.256 4.404
H 2.279 -4.438 3.991
H 1.192 -4.024 1.814
H 0.129 -0.198 2.895
H 1.225 -0.435 5.106
O -3.144 0.238 1.486
C -3.166 -0.883 1.864
C -4.170 -1.487 2.834
C -3.724 -2.940 2.952
C -2.563 -2.976 2.012
O -1.972 -4.162 1.840
N -2.221 -1.900 1.441
H -5.172 -1.379 2.425
H -4.133 -0.940 3.774
H -4.475 -3.665 2.639
H -3.403 -3.225 3.955
F -0.738 -5.823 0.828
B -1.177 -4.592 0.804
F -0.892 -3.827 -0.234
O -0.560 1.398 0.975
C 0.137 0.336 0.471
```

The HOMO energy (alpha / beta) comes out at -6.80 / -6.75 eV. The spin multiplicity is 2. Its charge is 0. The energy above the lowest of the compared OMol25 structures with the same formula, charge and spin comes out at 113.96 kcal/mol. The frontier orbital gap (alpha / beta) is 0.245 / 0.242 hartree. As for the expectation value of S²: 0.78.

Atomic partial charges in e from the Löwdin method, atoms 1 to 8:
1. Tc 1.183
2. C -0.094
3. C -0.079
4. C -0.079
5. C -0.382
6. C -0.105
7. C -0.087
8. P 1.173

DFT (ωB97M-V with the def2-TZVPD basis set) results for a structure of composition C32H51CaN9OP.

```
95
C32H51CaN9OP ωB97M-V with the def2-TZVPD basis set
Ca 0.542 -0.855 -1.106
C -2.668 -3.838 -0.439
C -1.732 -2.651 -0.394
N -0.388 -2.854 -0.662
C 0.180 -4.156 -0.450
C 1.482 -4.324 -1.242
N 2.495 -3.276 -1.110
C 2.915 -2.982 0.255
C 3.600 -1.628 0.336
N 2.585 -0.562 0.327
C 3.099 0.792 0.122
C 2.024 1.861 0.358
N 0.755 1.399 -0.191
C -0.569 1.964 0.078
C -0.715 3.250 0.860
C -1.682 0.938 0.245
C -2.985 1.329 0.379
C -3.980 0.270 0.263
C -3.620 -1.003 -0.005
C -2.218 -1.397 -0.102
N -1.274 -0.337 0.140
H -2.348 -4.607 0.268
H -2.668 -4.302 -1.430
H -3.693 -3.578 -0.192
H -0.458 -4.987 -0.782
H 0.368 -4.353 0.625
H 1.231 -4.386 -2.303
H 1.950 -5.274 -0.968
H 2.198 -2.432 -1.584
H 3.607 -3.763 0.580
H 2.072 -2.985 0.963
H 4.251 -1.491 -0.532
H 4.234 -1.573 1.228
H 2.065 -0.608 1.201
H 3.461 0.855 -0.909
H 3.956 1.021 0.769
H 2.387 2.782 -0.079
H 1.892 2.033 1.432
H 0.135 3.424 1.521
H -1.604 3.191 1.484
H -0.823 4.109 0.198
H -3.283 2.368 0.401
H -5.033 0.520 0.318
H -4.405 -1.733 -0.156
C 1.521 -1.221 -5.732
C 1.886 -0.631 -4.412
C 3.221 0.044 -4.274
O 1.133 -0.704 -3.456
H 1.521 -0.437 -6.493
H 0.549 -1.705 -5.686
H 2.287 -1.942 -6.029
H 3.669 0.281 -5.236
H 3.893 -0.636 -3.742
H 3.109 0.948 -3.676
C 1.660 4.809 -0.791
C 0.917 4.288 -2.005
C 0.987 5.156 -3.102
C 0.323 4.920 -4.284
C -0.470 3.787 -4.393
C -0.551 2.882 -3.352
C -1.443 1.673 -3.503
C 0.173 3.106 -2.154
N -0.037 1.979 -1.279
H 1.487 5.882 -0.720
H 2.739 4.672 -0.902
H 1.355 4.379 0.152
H 1.574 6.061 -2.995
H 0.401 5.622 -5.103
H -1.035 3.603 -5.298
H -1.994 1.735 -4.441
H -2.162 1.596 -2.686
H -0.866 0.748 -3.509
C -2.371 -1.597 5.374
N -2.794 -0.907 4.089
C -2.412 0.572 4.167
N -1.022 0.719 4.449
C -0.668 0.004 5.672
N -0.980 -1.419 5.601
C -0.149 -2.122 4.608
P -0.320 -1.494 2.842
C -2.180 -1.553 2.877
C -0.186 0.308 3.316
H -2.627 -2.651 5.274
H -2.951 -1.148 6.182
H -3.808 -0.967 3.990
H -3.014 1.005 4.967
H -2.671 1.014 3.202
H -1.223 0.440 6.506
H 0.397 0.129 5.859
H -0.391 -3.186 4.637
H 0.894 -2.029 4.919
H -2.522 -2.588 2.842
H -2.578 -1.029 2.014
H -0.465 0.893 2.440
H 0.854 0.539 3.563
```

The HOMO energy comes out at -6.77 eV. Its charge is +1. The energy above the lowest of the compared OMol25 structures with the same formula, charge and spin comes out at 56.15 kcal/mol. The frontier orbital gap is 0.175 hartree.

Atomic partial charges in e from the Löwdin method, atoms 1 to 8:
1. Ca 1.356
2. C -0.053
3. C -0.379
4. N -0.198
5. C -0.311
6. C -0.216
7. N -0.072
8. C -0.229

DFT (ωB97M-V with the def2-TZVPD basis set) results for a cluster of 6 separate species, C6H24N12O6 in total.

```
48
C6H24N12O6 ωB97M-V with the def2-TZVPD basis set
N -14.561 -6.356 13.601
C -15.219 -7.374 14.238
N -15.525 -7.090 15.554
O -15.444 -8.443 13.687
H -14.379 -6.502 12.626
H -14.527 -5.458 14.045
H -15.743 -7.823 16.198
H -15.613 -6.102 15.691
N -23.352 -3.380 14.682
C -23.490 -4.714 14.474
N -22.388 -5.380 14.061
O -24.601 -5.228 14.651
H -24.235 -2.916 14.789
H -22.466 -2.935 14.529
H -22.298 -6.379 14.140
H -21.549 -4.873 13.849
N -18.235 -7.576 13.670
C -19.228 -8.077 14.461
N -19.190 -9.388 14.680
O -20.137 -7.388 14.974
H -17.910 -6.641 13.793
H -17.767 -8.349 13.226
H -19.935 -9.791 15.218
H -18.334 -9.869 14.461
N -17.859 -12.449 12.792
C -18.409 -11.328 12.274
N -17.479 -10.395 11.906
O -19.599 -11.229 11.996
H -16.889 -12.478 13.032
H -18.438 -13.220 13.069
H -17.740 -9.598 11.356
H -16.511 -10.500 12.149
N -16.031 -14.739 15.247
C -16.894 -13.958 15.948
N -16.740 -12.609 15.678
O -17.713 -14.354 16.760
H -15.448 -14.366 14.526
H -15.846 -15.644 15.644
H -17.175 -11.948 16.300
H -15.812 -12.341 15.396
N -21.037 -4.808 16.783
C -21.127 -4.336 18.051
N -22.336 -4.549 18.627
O -20.190 -3.823 18.671
H -21.736 -5.344 16.309
H -20.174 -4.650 16.296
H -22.504 -4.109 19.512
H -23.051 -4.933 18.039
```

The HOMO energy comes out at -9.38 eV. Its charge is 0. The SMILES is NC(N)=O.NC(N)=O.NC(N)=O.NC(N)=O.NC(N)=O.NC(N)=O. The energy above the lowest of the compared OMol25 structures with the same formula, charge and spin comes out at 42.65 kcal/mol. The frontier orbital gap is 0.339 hartree.

Atomic partial charges in e from the Löwdin method, atoms 1 to 8:
1. N 0.156
2. C -0.683
3. N 0.160
4. O -0.010
5. H 0.107
6. H 0.094
7. H 0.106
8. H 0.093

DFT (ωB97M-V with the def2-TZVPD basis set) results for a structure of composition C3H8N2O.

```
14
C3H8N2O ωB97M-V with the def2-TZVPD basis set
C -0.402 -0.635 -1.203
N 0.881 0.131 -0.011
N 1.617 1.260 -0.330
C -0.880 0.236 -0.146
C -1.713 -0.352 0.811
O 1.468 -0.695 1.003
H 0.714 -0.840 1.611
H 1.864 1.764 0.520
H 2.474 0.991 -0.809
H -0.336 -0.286 -2.230
H -0.359 -1.696 -0.990
H -0.998 1.287 -0.391
H -2.410 0.246 1.379
H -1.921 -1.412 0.784
```

The HOMO energy (alpha / beta) comes out at -7.01 / -7.01 eV. Its charge is 0. The energy above the lowest of the compared OMol25 structures with the same formula, charge and spin comes out at 174.43 kcal/mol. The frontier orbital gap (alpha / beta) is 0.269 / 0.269 hartree.

Atomic partial charges in e from the Löwdin method, atoms 1 to 8:
1. C 0.132
2. N -0.258
3. N 0.049
4. C -0.400
5. C -0.076
6. O -0.035
7. H 0.079
8. H 0.095

DFT (ωB97M-V with the def2-TZVPD basis set) results for a structure of composition C47H120CoF8N2O23S4.

```
205
C47H120CoF8N2O23S4 ωB97M-V with the def2-TZVPD basis set
Co 1.677 1.677 2.468
N 1.495 1.948 4.364
S 1.967 2.903 5.490
O 3.198 2.427 6.117
O 0.989 3.672 6.272
F 2.498 4.012 4.410
S 0.677 1.044 5.506
O -0.731 1.327 5.711
O 1.432 0.359 6.525
F 0.536 -0.195 4.491
C 0.798 2.441 -1.275
F 1.701 3.350 -0.814
F -0.457 2.781 -1.023
F 0.869 2.295 -2.621
S 1.219 0.714 -0.584
O 0.785 -0.333 -1.576
O 2.640 0.839 -0.402
N 0.584 0.763 1.055
S -0.900 0.196 0.906
O -1.678 0.696 2.052
O -1.542 0.334 -0.401
C -0.718 -1.721 1.162
F 0.014 -1.908 2.201
F -1.919 -2.220 1.444
F -0.111 -2.243 0.129
C 1.031 -2.163 -6.593
C -0.068 -1.813 -5.605
C 0.275 -0.514 -4.870
O -1.251 -1.481 -6.285
H 1.980 -2.314 -6.078
H 1.175 -1.263 -7.192
H 0.842 -2.956 -7.316
H -0.246 -2.595 -4.867
H -0.362 -0.448 -3.987
H 0.169 0.426 -5.411
H 1.282 -0.677 -4.485
H -1.937 -1.722 -5.659
C 4.482 7.223 1.589
C 3.052 6.835 1.288
C 2.956 6.507 -0.234
O 2.697 5.703 2.028
H 5.208 6.428 1.423
H 4.570 7.540 2.629
H 4.745 8.085 0.976
H 2.267 7.554 1.523
H 2.960 7.354 -0.920
H 1.956 6.104 -0.392
H 3.678 5.757 -0.558
H 2.723 6.003 2.939
C -3.921 3.042 -0.490
C -5.256 3.778 -0.390
C -5.801 4.078 -1.738
O -6.150 2.834 0.198
H -3.133 3.480 -1.102
H -3.934 2.037 -0.913
H -3.507 2.811 0.492
H -5.167 4.707 0.174
H -5.147 4.853 -2.136
H -6.773 4.547 -1.582
H -5.905 3.244 -2.433
H -6.220 2.159 -0.481
C -0.860 -7.735 0.086
C -1.676 -6.516 -0.365
C -0.735 -5.283 -0.599
O -2.369 -6.861 -1.554
H -1.527 -8.593 0.163
H -0.403 -7.519 1.052
H -0.017 -7.881 -0.590
H -2.481 -6.339 0.349
H -0.187 -5.037 0.311
H -1.331 -4.400 -0.831
H -0.042 -5.443 -1.424
H -1.729 -7.188 -2.190
C -3.779 -3.156 4.564
C -3.992 -1.802 5.208
C -4.366 -0.711 4.147
O -5.006 -1.828 6.149
H -3.300 -3.115 3.586
H -4.717 -3.662 4.333
H -3.272 -3.842 5.242
H -3.109 -1.475 5.758
H -3.524 -0.683 3.456
H -4.669 0.266 4.524
H -5.264 -1.080 3.651
H -4.694 -2.478 6.783
C 5.135 3.299 0.377
C 4.630 2.579 1.592
C 5.340 3.173 2.845
O 3.229 2.948 1.681
H 6.220 3.218 0.313
H 4.845 4.347 0.452
H 4.758 2.843 -0.538
H 4.803 1.508 1.489
H 5.289 4.260 2.893
H 6.387 2.921 3.016
H 4.771 2.826 3.707
H 3.278 3.906 1.637
C 5.043 0.139 -5.415
C 5.402 -0.606 -4.111
C 4.700 -0.102 -2.831
O 5.128 -1.946 -4.322
H 5.281 -0.523 -6.248
H 5.536 1.095 -5.590
H 3.959 0.250 -5.459
H 6.480 -0.535 -3.969
H 4.929 -0.729 -1.969
H 3.629 -0.129 -3.034
H 4.872 0.962 -2.669
H 5.658 -2.204 -5.080
C -1.306 -6.763 4.171
C -0.003 -6.022 3.840
C -0.300 -4.619 3.299
O 0.752 -5.946 5.051
H -1.923 -6.200 4.872
H -1.035 -7.692 4.672
H -1.935 -6.884 3.289
H 0.619 -6.518 3.094
H -0.852 -4.044 4.043
H -0.953 -4.696 2.429
H 0.661 -4.129 3.141
H 1.392 -6.658 4.980
C -5.343 -6.217 2.142
C -6.060 -5.114 1.367
C -5.016 -4.234 0.643
O -6.970 -5.536 0.355
H -4.805 -5.718 2.948
H -4.645 -6.818 1.558
H -6.056 -6.947 2.525
H -6.548 -4.446 2.077
H -4.413 -4.846 -0.027
H -4.250 -3.777 1.270
H -5.457 -3.420 0.068
H -6.446 -6.131 -0.187
C -4.980 -0.377 0.015
C -6.258 -0.508 -0.787
C -7.483 -0.915 -0.038
O -6.540 0.708 -1.459
H -4.131 -0.333 -0.668
H -4.796 -1.204 0.701
H -5.076 0.490 0.668
H -6.143 -1.290 -1.537
H -8.334 -0.992 -0.714
H -7.737 -0.117 0.660
H -7.404 -1.803 0.590
H -7.446 0.581 -1.751
C -2.518 3.807 -4.163
C -2.450 2.512 -4.986
C -2.913 1.307 -4.082
O -3.292 2.612 -6.114
H -1.775 3.878 -3.369
H -3.533 3.861 -3.769
H -2.339 4.672 -4.802
H -1.460 2.286 -5.383
H -3.999 1.310 -3.985
H -2.460 1.357 -3.092
H -2.551 0.386 -4.537
H -3.143 1.826 -6.644
C 3.179 3.907 -3.309
C 4.404 4.673 -3.877
C 5.306 3.733 -4.666
O 3.957 5.713 -4.744
H 2.520 3.580 -4.114
H 2.565 4.550 -2.679
H 3.397 3.138 -2.569
H 4.952 5.088 -3.030
H 6.042 4.392 -5.127
H 4.750 3.163 -5.411
H 5.798 2.967 -4.067
H 3.155 6.138 -4.433
C -0.732 4.665 3.599
C -0.596 4.181 2.165
C -0.741 5.380 1.169
O 0.670 3.592 1.917
H -1.648 5.199 3.849
H 0.016 5.405 3.883
H -0.681 3.839 4.309
H -1.336 3.406 1.964
H -1.034 5.017 0.184
H 0.143 6.015 1.110
H -1.580 6.002 1.481
H 1.250 4.357 1.914
C 4.869 -1.370 1.835
C 3.370 -1.238 2.316
C 3.050 -2.215 3.473
O 3.254 0.090 2.788
H 5.078 -2.359 1.429
H 5.619 -1.087 2.574
H 5.072 -0.699 1.001
H 2.592 -1.422 1.575
H 3.107 -3.278 3.237
H 2.034 -2.082 3.844
H 3.754 -2.017 4.281
H 3.883 0.126 3.513
C 2.096 -3.296 -2.515
C 3.287 -3.198 -1.549
C 3.073 -4.167 -0.405
O 4.465 -3.605 -2.162
H 1.129 -3.166 -2.028
H 2.104 -4.211 -3.107
H 2.297 -2.521 -3.254
H 3.469 -2.208 -1.131
H 2.139 -3.908 0.094
H 3.966 -4.144 0.220
H 2.967 -5.199 -0.738
H 4.674 -3.046 -2.914
```

The HOMO energy (alpha / beta) comes out at -9.25 / -9.25 eV. The spin multiplicity is 4. Its charge is 0. The energy above the lowest of the compared OMol25 structures with the same formula, charge and spin comes out at 78.11 kcal/mol. The frontier orbital gap (alpha / beta) is 0.306 / 0.288 hartree. As for the expectation value of S²: 3.76.

Atomic partial charges in e from the Löwdin method, atoms 1 to 8:
1. Co 0.824
2. N -0.334
3. S 0.509
4. O -0.256
5. O -0.233
6. F -0.211
7. S 0.561
8. O -0.226

DFT (ωB97M-V with the def2-TZVPD basis set) results for a cluster of 3 separate species, CHCl2NO2S in total.

```
8
CHCl2NO2S ωB97M-V with the def2-TZVPD basis set
C 1.515 -0.682 0.299
N 1.496 0.208 1.041
O -1.580 -0.182 -1.977
O -1.510 -1.223 0.207
S -0.796 -0.526 -0.813
Cl 1.616 -2.201 -0.506
Cl -0.688 2.220 0.288
H -0.052 2.385 1.461
```

The HOMO energy comes out at -11.30 eV. Its charge is 0. The energy above the lowest of the compared OMol25 structures with the same formula, charge and spin comes out at 14.25 kcal/mol. The frontier orbital gap is 0.387 hartree.

The net atomic charges from Löwdin, expressed in e, are:
1. C -0.805
2. N 0.081
3. O -0.404
4. O -0.392
5. S 0.670
6. Cl 0.695
7. Cl 0.305
8. H -0.150